Molecular formula: C2H6N2O2S
Method: DFT, ωB97M-V/def2-TZVPD

Last column: Mulliken charge in e.
Cartesian coordinates (Å):
C: -0.468 -1.311 -1.004  0.10
C: 0.602 -0.887 -0.136  -0.57
N: -0.194 -1.785 -2.133  -0.68
N: 0.144 1.940 0.565  -0.70
O: 1.154 0.123 2.383  -0.56
O: -1.229 -0.080 1.711  -0.56
S: 0.176 -0.188 1.362  0.97
H: -1.470 -1.382 -0.678  0.45
H: 1.623 -0.859 -0.587  0.40
H: -0.869 -2.312 -2.820  0.25
H: -0.775 2.485 0.359  0.27
H: 0.683 1.755 -0.253  0.32
H: 0.625 2.502 1.229  0.30

Results
LUMO energy   0.28 eV
Kohn-Sham gap   9.1 eV
Energy above the lowest of the compared OMol25 structures with the same formula, charge and spin   345.0 kJ/mol
HOMO energy   -8.800 eV